No. 1
{"formula": "C42H58Cl42N3O8P3S", "method": "ωB97M-V with the def2-TZVPD basis set", "species": ["Cl", "Cl", "Cl", "Cl", "Cl", "Cl", "Cl", "Cl", "Cl", "Cl", "Cl", "Cl", "Cl", "Cl", "Cl", "Cl", "Cl", "Cl", "Cl", "Cl", "Cl", "Cl", "Cl", "Cl", "Cl", "Cl", "Cl", "Cl", "Cl", "Cl", "Cl", "Cl", "Cl", "Cl", "Cl", "Cl", "Cl", "Cl", "Cl", "Cl", "Cl", "Cl", "S", "P", "P", "P", "O", "O", "O", "O", "O", "O", "O", "O", "N", "N", "N", "C", "C", "C", "C", "C", "C", "C", "C", "C", "C", "C", "C", "C", "C", "C", "C", "C", "C", "C", "C", "C", "C", "C", "C", "C", "C", "C", "C", "C", "C", "C", "C", "C", "C", "C", "C", "C", "C", "C", "C", "C", "C", "H", "H", "H", "H", "H", "H", "H", "H", "H", "H", "H", "H", "H", "H", "H", "H", "H", "H", "H", "H", "H", "H", "H", "H", "H", "H", "H", "H", "H", "H", "H", "H", "H", "H", "H", "H", "H", "H", "H", "H", "H", "H", "H", "H", "H", "H", "H", "H", "H", "H", "H", "H", "H", "H", "H", "H", "H", "H"], "coordinates": [[1.154, -2.768, 9.111], [-3.683, 4.692, -5.330], [5.953, -3.102, -10.863], [8.933, -5.205, -10.868], [2.084, -2.013, -7.226], [3.161, -2.081, 11.102], [0.095, -5.433, -11.317], [2.270, 8.511, 11.859], [3.526, -1.275, 8.331], [-2.476, 4.771, 6.437], [8.386, -8.028, -10.420], [-3.845, 4.014, 8.889], [-4.056, 3.930, -2.545], [1.863, 4.361, 10.853], [-0.300, 0.941, -8.279], [1.395, -4.809, -7.637], [2.335, -5.354, 1.234], [-9.629, 4.993, 7.738], [5.067, -4.451, 1.678], [1.915, 4.818, -3.212], [-0.390, 3.529, 9.213], [4.379, -0.291, -5.495], [3.944, -1.028, -11.229], [3.229, 1.767, -3.804], [3.415, 6.494, 13.615], [4.788, 7.233, 11.159], [-4.995, 6.039, 7.145], [7.135, -6.019, -8.729], [-0.609, -8.228, -11.710], [-6.035, 3.185, -4.535], [1.446, 1.539, 10.292], [0.834, -1.139, -9.967], [-8.357, 5.969, 10.166], [2.104, -7.504, -10.950], [3.811, 2.341, -6.599], [-9.531, 7.849, 8.282], [3.143, -4.400, 3.861], [-0.929, 4.434, -3.572], [4.107, -4.074, -6.879], [0.281, 1.492, -11.076], [3.241, -3.822, -11.628], [0.454, 6.500, -5.087], [-2.448, 1.252, 0.475], [1.088, 1.684, -0.436], [0.127, -4.416, -2.356], [2.169, -2.400, -0.759], [-3.421, 2.560, 3.080], [0.959, -5.366, -1.177], [1.167, 0.653, 6.506], [2.786, 1.717, -0.780], [1.149, -4.081, -3.468], [-1.034, -5.448, -3.025], [-5.298, -4.081, -1.591], [4.169, 2.182, 2.164], [0.337, 1.391, -2.030], [0.694, 0.337, 0.692], [-3.093, -3.467, -2.416], [-1.411, 1.447, 1.981], [-4.864, 4.415, -4.042], [0.897, 1.114, 3.219], [8.582, -6.445, -9.654], [-3.494, 5.338, 7.767], [-3.392, -5.069, -0.367], [2.390, -3.678, -6.708], [4.239, -2.692, -10.703], [1.289, 3.187, 9.662], [0.250, 1.768, 4.502], [3.430, 2.003, 3.395], [-2.047, 2.103, 3.224], [3.769, 7.809, 12.486], [-4.254, -0.784, -1.133], [-4.538, 0.482, -2.081], [-4.190, 1.603, 3.901], [-1.229, 2.277, 4.543], [3.155, -1.605, 0.633], [-3.731, -2.864, -3.621], [3.662, -5.252, 2.399], [1.077, 1.981, 5.883], [-0.620, -2.841, -1.568], [-1.743, -0.314, -0.276], [-0.204, -0.566, -0.061], [-0.241, 0.264, -9.914], [3.296, 1.105, -5.441], [-8.686, 6.305, 8.460], [-2.167, -2.562, -1.715], [-3.836, 0.438, -3.525], [-4.651, 2.406, 5.213], [4.547, 1.702, 4.548], [0.583, 4.888, -4.368], [-2.709, -1.241, -1.056], [2.348, -1.563, 9.618], [0.073, 0.921, 1.893], [-4.043, -4.131, -1.522], [2.441, 0.707, 3.373], [-4.894, 0.016, -4.701], [0.347, -1.872, -0.769], [-0.147, 0.184, 6.880], [2.918, -1.720, -2.391], [0.391, -7.095, -10.788], [-4.303, 1.497, -1.616], [-3.551, 1.533, -3.780], [2.534, 0.256, 4.437], [2.789, -0.110, 2.659], [-4.359, -0.581, -5.537], [1.042, 1.585, -2.763], [3.121, -0.466, 0.480], [-3.325, -6.117, -0.857], [4.312, 8.585, 13.023], [-2.952, 6.111, 8.308], [-5.395, 5.347, -3.857], [-5.779, -0.591, -4.265], [3.964, -2.773, -9.653], [-7.734, 6.372, 7.934], [-2.979, -2.171, -4.140], [-3.517, 0.702, 4.130], [4.259, -1.924, 0.488], [-0.114, -0.452, 7.847], [0.781, 4.173, -5.164], [-5.354, 0.943, -5.198], [-4.028, -5.108, 0.577], [1.827, -0.627, 9.822], [-4.751, -2.388, -3.433], [-3.912, -3.731, -4.368], [-4.418, 1.814, 6.180], [3.731, -2.473, -2.711], [-2.291, -4.778, -0.159], [2.296, 0.774, -5.716], [-5.768, 2.657, 5.229], [-5.099, 1.236, 3.303], [0.117, -7.174, -9.738], [1.908, -5.264, -1.424], [2.097, 2.461, 5.718], [5.450, 2.405, 4.406], [4.157, 1.895, 5.605], [-0.440, 2.055, -2.183], [-2.862, -0.154, -3.577], [2.854, -1.916, 1.688], [-1.243, -0.061, -10.186], [2.050, -1.672, -3.142], [1.907, 3.273, 8.770], [3.332, -0.663, -2.224], [-1.711, 2.756, 5.459], [4.921, 0.622, 4.431], [3.952, -6.264, 2.677], [-4.588, -0.476, -0.067], [2.120, -3.766, -5.656], [9.424, -6.499, -8.967], [4.781, 1.414, 2.061], [0.433, 2.621, 6.593], [-4.074, 3.399, 5.261], [3.321, 1.544, 0.027], [-5.680, 0.487, -2.280], [-1.194, -5.240, -3.971], [-0.904, 1.019, 7.083], [-0.624, -0.501, 6.086], [-4.963, -1.616, -1.458], [2.874, 2.954, 3.740]], "multiplicity": 1, "lumo_energy_ha": -0.01931, "charge": 0}

=====

No. 2
{"formula": "C42H58IrN3P2S2", "method": "ωB97M-V with the def2-TZVPD basis set", "species": ["Ir", "S", "S", "P", "P", "N", "N", "N", "C", "C", "C", "C", "C", "C", "C", "C", "C", "C", "C", "C", "C", "C", "C", "C", "C", "C", "C", "C", "C", "C", "C", "C", "C", "C", "C", "C", "C", "C", "C", "C", "C", "C", "C", "C", "C", "C", "C", "C", "C", "C", "H", "H", "H", "H", "H", "H", "H", "H", "H", "H", "H", "H", "H", "H", "H", "H", "H", "H", "H", "H", "H", "H", "H", "H", "H", "H", "H", "H", "H", "H", "H", "H", "H", "H", "H", "H", "H", "H", "H", "H", "H", "H", "H", "H", "H", "H", "H", "H", "H", "H", "H", "H", "H", "H", "H", "H", "H", "H"], "coordinates": [[-0.708, 0.276, 1.025], [-0.224, -2.322, 1.195], [2.217, 0.701, 0.800], [2.771, -1.069, 0.087], [-1.092, 2.687, 0.251], [0.194, 0.281, -1.082], [-2.429, 0.015, 2.849], [-2.821, -1.140, 0.110], [0.766, 2.425, -3.989], [0.787, 1.348, -3.144], [-3.356, 1.045, 3.294], [1.428, 4.059, 0.377], [-3.763, -1.278, 1.239], [-0.469, 2.588, -1.471], [-1.277, -3.054, 0.033], [1.641, -1.695, -1.192], [0.109, -2.657, -3.291], [0.951, -0.217, 5.323], [-3.228, -3.101, -1.348], [-2.592, 5.179, -0.318], [0.546, -0.928, -1.641], [1.639, -4.631, -3.594], [-0.911, -4.305, -0.469], [-0.219, -1.465, -2.689], [2.946, -3.702, 1.278], [-2.597, 3.833, 0.407], [-1.441, -0.294, 5.138], [-3.420, -0.307, -0.935], [-2.453, -2.434, -0.407], [2.991, -2.210, 1.556], [4.244, -1.778, 2.311], [0.306, 3.387, 2.534], [-0.069, 0.049, 3.165], [-1.687, -4.946, -1.407], [1.962, -2.893, -1.817], [1.066, -0.035, 3.951], [0.105, 3.874, 1.104], [-0.294, -0.340, 5.914], [1.225, -3.384, -2.884], [5.245, -1.944, -1.157], [-1.310, -0.091, 3.775], [-0.477, 3.654, -2.357], [-2.853, -4.338, -1.849], [4.139, 0.173, -1.947], [0.100, 3.594, -3.623], [0.020, 4.748, -4.566], [-3.908, 3.125, 0.098], [0.143, 1.366, -1.881], [-3.081, -1.272, 2.607], [4.412, -0.736, -0.751], [2.010, -3.967, 0.796], [-0.375, -0.469, 6.985], [-2.883, 5.054, -1.359], [-4.147, -2.664, -1.706], [3.690, -0.397, -2.759], [5.348, -2.666, -0.352], [2.051, 0.056, 3.514], [1.286, 4.563, -0.577], [6.241, -1.599, -1.424], [-1.633, 5.689, -0.269], [-2.568, 4.028, 1.490], [-2.804, 1.976, 3.414], [0.865, -4.959, -4.280], [3.464, 0.982, -1.665], [-0.830, 4.618, -5.238], [-3.423, 0.726, -0.598], [-0.653, 3.223, 3.025], [-0.934, 4.583, -2.063], [4.259, -0.695, 2.438], [-3.825, 0.792, 4.252], [-3.333, 5.826, 0.151], [1.842, -0.269, 5.933], [-4.010, 2.217, 0.686], [0.858, 2.451, 2.549], [-2.319, -2.054, 2.644], [5.065, 0.611, -2.314], [-4.449, -0.602, -1.172], [-3.836, -1.491, 3.374], [4.243, -2.236, 3.298], [0.916, 4.809, -5.180], [5.154, -2.083, 1.801], [2.094, 4.666, 0.987], [1.280, 2.377, -4.939], [4.953, -0.159, 0.011], [2.827, -3.444, -1.480], [-3.978, 2.883, -0.961], [4.825, -2.443, -2.027], [-4.349, -2.200, 1.142], [1.844, -5.428, -2.885], [0.856, 4.125, 3.112], [-2.823, -0.374, -1.842], [-0.118, 5.683, -4.030], [-0.404, 4.843, 1.153], [-2.413, -0.411, 5.596], [-0.507, -3.035, -4.093], [-0.001, -4.756, -0.105], [1.326, 0.459, -3.437], [-1.394, -5.912, -1.790], [-3.477, -4.828, -2.580], [3.782, -4.040, 0.670], [2.549, -4.451, -4.167], [1.911, 3.102, 0.194], [-1.077, -0.904, -3.034], [2.992, -4.233, 2.227], [-4.147, 1.197, 2.562], [2.118, -1.949, 2.168], [-4.746, 3.775, 0.344], [-4.460, -0.439, 1.202]], "multiplicity": 2, "lumo_energy_ha": [-0.15431, -0.15424], "s_squared": 0.7751, "charge": 1, "relative_energy_kj_mol": 283.5}

=====

No. 3
{"formula": "C42H59NOP2SSiSr", "method": "ωB97M-V with the def2-TZVPD basis set", "species": ["Sr", "S", "P", "P", "Si", "O", "N", "C", "C", "C", "C", "C", "C", "C", "C", "C", "C", "C", "C", "C", "C", "C", "C", "C", "C", "C", "C", "C", "C", "C", "C", "C", "C", "C", "C", "C", "C", "C", "C", "C", "C", "C", "C", "C", "C", "C", "C", "C", "C", "H", "H", "H", "H", "H", "H", "H", "H", "H", "H", "H", "H", "H", "H", "H", "H", "H", "H", "H", "H", "H", "H", "H", "H", "H", "H", "H", "H", "H", "H", "H", "H", "H", "H", "H", "H", "H", "H", "H", "H", "H", "H", "H", "H", "H", "H", "H", "H", "H", "H", "H", "H", "H", "H", "H", "H", "H", "H", "H"], "coordinates": [[0.988, -0.733, -1.661], [2.773, -3.028, -1.058], [0.880, 2.198, -0.491], [-1.498, -1.577, 0.033], [-1.658, 0.818, -2.342], [2.985, -0.743, -2.984], [3.854, -1.724, -3.171], [5.197, 2.828, 0.892], [2.666, 2.623, -0.833], [0.487, 4.238, 3.216], [0.639, -3.070, 3.278], [-1.205, -2.243, 1.749], [-1.663, -5.088, -0.898], [0.457, 4.118, 1.681], [-0.166, 3.030, 3.906], [-2.699, -0.216, 0.255], [0.029, 4.661, -1.553], [-4.450, 1.920, 0.609], [-3.486, -0.121, 1.405], [-1.565, -3.811, -1.724], [-2.421, -2.668, -1.163], [-0.743, 1.933, 1.715], [-0.183, 3.279, -1.530], [-0.337, -4.039, 3.939], [3.880, -2.818, -2.353], [-3.988, -4.456, -0.156], [-1.768, -3.519, 3.846], [5.750, -3.642, -3.676], [-3.020, 0.694, -3.679], [-1.669, 4.943, -3.207], [-3.860, -3.117, -0.881], [-2.771, 0.772, -0.743], [-2.155, -3.254, 2.391], [4.865, -3.784, -2.640], [-3.672, 1.822, -0.534], [4.972, 1.766, -0.193], [0.551, 2.647, 1.275], [4.718, -1.573, -4.203], [-0.702, 5.495, -2.383], [5.675, -2.505, -4.486], [-1.197, 2.706, -2.331], [3.319, 3.941, -0.364], [-3.116, -5.540, -0.786], [3.997, 3.781, 0.996], [-1.294, 2.483, 3.040], [-1.908, 3.578, -3.166], [3.492, 1.419, -0.315], [-4.353, 0.943, 1.590], [0.239, -2.763, 1.837], [0.930, -2.025, 1.419], [-3.193, -2.922, 2.328], [-0.277, -5.011, 3.435], [4.083, 4.224, -1.096], [0.652, -2.133, 3.847], [-3.490, -5.770, -1.790], [-0.027, 5.155, 3.512], [-5.123, 2.759, 0.739], [-2.626, 0.901, -4.677], [-4.949, 1.007, 2.492], [-2.484, -1.907, -1.954], [-1.052, -5.870, -1.355], [4.315, 4.754, 1.377], [3.125, 1.096, 0.668], [6.494, -4.405, -3.865], [-4.358, -3.209, -1.854], [-1.852, 1.701, 3.560], [0.770, 5.106, -0.910], [-0.514, -3.509, -1.813], [2.706, 2.600, -1.928], [-3.399, -0.333, -3.690], [2.615, 4.766, -0.351], [6.343, -2.346, -5.319], [1.396, 2.197, 1.811], [0.343, -3.665, 1.221], [3.381, 0.569, -0.994], [-0.513, 6.561, -2.384], [-2.246, 5.574, -3.872], [-3.746, 2.607, -1.280], [-4.396, -2.335, -0.340], [-0.476, 4.525, 1.283], [-2.096, -4.199, 1.843], [1.655, -3.470, 3.303], [1.522, 4.339, 3.554], [6.104, 3.394, 0.668], [-3.420, -0.875, 2.179], [-3.877, 1.350, -3.501], [5.365, 2.343, 1.857], [-2.682, 3.178, -3.809], [-0.540, 0.861, 1.802], [-3.187, -6.463, -0.206], [0.575, 2.241, 4.066], [5.552, 0.868, 0.024], [-1.250, -1.319, 2.343], [4.888, -4.651, -1.996], [-5.036, -4.765, -0.173], [-3.720, -4.344, 0.896], [-2.464, -4.233, 4.291], [3.273, 3.394, 1.718], [-1.247, -4.916, 0.100], [5.323, 2.133, -1.162], [-0.530, 3.313, 4.895], [-1.857, -2.590, 4.420], [1.262, 4.718, 1.260], [-0.057, -4.208, 4.982], [-1.503, 2.040, 0.937], [-1.912, -4.032, -2.739], [-2.011, 3.284, 2.837], [4.568, -0.660, -4.757]], "multiplicity": 1, "lumo_energy_ha": 0.01635, "charge": 0, "relative_energy_kj_mol": 19.5}

=====

No. 4
{"formula": "C42H62AsCsN2OP2S4Si2", "method": "ωB97M-V with the def2-TZVPD basis set", "species": ["Cs", "As", "S", "S", "S", "S", "P", "P", "Si", "Si", "O", "N", "N", "C", "C", "C", "C", "C", "C", "C", "C", "C", "C", "C", "C", "C", "C", "C", "C", "C", "C", "C", "C", "C", "C", "C", "C", "C", "C", "C", "C", "C", "C", "C", "C", "C", "C", "C", "C", "C", "C", "C", "C", "C", "C", "H", "H", "H", "H", "H", "H", "H", "H", "H", "H", "H", "H", "H", "H", "H", "H", "H", "H", "H", "H", "H", "H", "H", "H", "H", "H", "H", "H", "H", "H", "H", "H", "H", "H", "H", "H", "H", "H", "H", "H", "H", "H", "H", "H", "H", "H", "H", "H", "H", "H", "H", "H", "H", "H", "H", "H", "H", "H", "H", "H", "H", "H"], "coordinates": [[-0.336, 1.171, -0.411], [0.364, -3.512, -1.060], [-1.637, 5.002, 0.306], [3.162, 5.792, -1.692], [5.193, -0.099, -0.868], [0.242, 4.254, -4.025], [-3.278, 2.026, -1.444], [-2.921, -1.227, -1.127], [0.982, -4.889, -2.773], [0.978, -4.854, 0.696], [0.075, 3.313, -1.319], [3.179, -1.342, 0.402], [3.210, -1.642, -1.830], [-0.154, 0.012, 2.283], [-1.816, -0.117, 4.912], [2.114, 4.574, -1.047], [-2.790, -1.648, 6.509], [-0.044, 5.420, -0.188], [0.588, 4.571, -1.301], [1.026, 3.420, 3.349], [-0.028, 6.765, -4.395], [0.378, -4.119, -4.396], [-2.095, -2.420, 4.336], [-2.651, -2.674, 5.583], [1.399, 0.768, 4.063], [1.983, 3.106, 4.309], [-1.678, 6.253, 1.480], [1.301, -3.797, 2.231], [0.436, 1.057, 3.057], [-0.376, -6.093, 1.169], [0.431, 6.467, 0.543], [2.825, 3.705, -0.277], [0.003, 5.588, -5.077], [0.156, 6.581, -2.990], [-0.512, 6.952, 1.501], [2.529, -5.923, 0.491], [-2.372, -0.367, 6.158], [4.214, 4.017, -0.201], [2.149, 1.765, 4.659], [-4.426, 0.825, -2.269], [2.828, -5.208, -3.034], [-2.760, -2.107, -2.741], [4.541, 5.123, -0.919], [-3.236, 3.331, -2.742], [-4.580, -0.440, -1.411], [-3.436, -2.654, -0.086], [-1.649, -1.143, 3.974], [-1.013, -0.948, 2.644], [3.470, -0.717, 1.677], [0.220, -6.626, -2.734], [3.798, -1.058, -0.763], [-4.511, 2.786, -0.292], [3.512, -1.346, -3.210], [0.325, 5.274, -2.645], [0.270, 2.431, 2.738], [1.428, 6.869, 0.415], [-4.993, -0.181, -0.430], [-1.234, -1.758, 1.940], [-1.985, -3.228, 3.618], [-3.678, -2.646, -2.995], [2.802, -6.392, 1.444], [-4.309, -3.165, -0.504], [-0.189, 7.729, -4.863], [-2.974, -3.679, 5.836], [-3.216, -1.840, 7.486], [0.870, 4.454, 3.061], [-2.596, -3.351, -0.040], [4.929, 3.412, 0.340], [2.394, 2.854, 0.236], [-2.551, 6.390, 2.100], [-0.073, -6.736, 2.004], [0.985, -4.313, 3.144], [-4.238, 3.595, -3.094], [0.162, 7.381, -2.261], [2.528, -0.469, 2.162], [2.855, -0.568, -3.610], [-0.312, 7.763, 2.190], [-2.515, -1.409, -3.545], [2.583, 3.881, 4.770], [0.793, -4.638, -5.268], [-5.429, 3.068, -0.817], [-0.716, -4.165, -4.457], [-1.499, 0.886, 4.655], [-4.073, 3.671, 0.164], [3.233, -5.793, -2.203], [-0.116, 5.428, -6.139], [-4.753, 2.085, 0.508], [2.350, -2.153, -1.642], [4.538, -0.997, -3.283], [-2.483, 0.448, 6.866], [0.773, -2.838, 2.189], [-2.632, 2.979, -3.579], [-5.389, 1.306, -2.466], [5.513, 5.571, -1.064], [3.005, -5.765, -3.962], [-2.738, 4.217, -2.344], [-0.623, -6.727, 0.311], [2.313, -1.866, 0.349], [1.539, -0.267, 4.355], [3.398, -4.275, -3.077], [3.375, -5.317, 0.152], [3.389, -2.250, -3.809], [-3.986, 0.565, -3.237], [-1.936, -2.814, -2.643], [0.603, -7.187, -1.873], [-0.454, 2.709, 1.981], [2.369, -6.719, -0.245], [-0.867, -6.560, -2.622], [4.043, 0.191, 1.516], [0.444, -7.202, -3.640], [-5.259, -1.164, -1.872], [2.372, -3.577, 2.323], [-3.658, -2.314, 0.928], [-1.290, -5.561, 1.456], [0.665, -3.063, -4.457], [2.883, 1.494, 5.412], [4.049, -1.379, 2.327]], "multiplicity": 1, "lumo_energy_ha": 0.12313, "charge": -2, "relative_energy_kj_mol": 23.0}